Entry 1:
C3H7NO2 in the gas phase in a non-equilibrium geometry, computed with wB97M-V/def2-TZVPD.

Each line ends with the Mulliken charge.
Positions of all 13 atoms, in Å:
N: -0.2407 0.2390 -1.7208  -0.86
C: -0.4023 -0.6221 -0.7913  0.60
O: -0.5352 -1.8594 -1.2876  -0.53
C: -0.4404 -0.4620 0.7123  -0.20
C: 0.3102 0.8045 1.1184  -0.69
O: 1.6724 0.7494 0.7617  -0.52
H: -0.4764 -1.5522 -2.2261  0.41
H: -0.2216 1.2178 -1.4868  0.23
H: 0.0113 -1.3371 1.1952  0.26
H: -1.4858 -0.4174 1.0466  0.28
H: -0.1897 1.6798 0.6722  0.29
H: 0.2806 0.9363 2.2029  0.35
H: 1.7175 0.6233 -0.1968  0.37

Calculated values
F_max	1.19	eV/Å
net charge	0
relative energy (zero: lowest compared OMol25 entry of this formula, charge and spin)	130.80	kJ/mol
SMILES	[H]/N=C(/O)CCO
orbital gap	11.284	eV
HOMO energy	-10.43	eV
spin multiplicity	1
electronic energy	-323.7311	Eh

---

Entry 2:
A molecular structure, C10H14N4SeSn in a non-equilibrium geometry, computed with wB97M-V/def2-TZVPD.

Each line ends with the Mulliken charge.
Positions of all 30 atoms, in Å:
Sn: 2.5044 1.4009 -1.9132  1.00
Se: 4.6536 0.3100 -1.0205  -0.16
C: 6.4017 0.5490 -1.4844  0.21
N: 7.5240 0.6832 -1.7093  -0.29
N: 0.0364 0.7455 -1.4762  -0.29
C: -1.1154 0.7363 -1.4987  -0.04
C: -2.5454 0.7277 -1.5180  0.69
C: -3.2372 -0.4376 -1.8525  -0.40
C: -4.6180 -0.4121 -1.8939  -0.58
C: -5.3015 0.7646 -1.6103  -0.37
C: -4.6115 1.9139 -1.2435  -0.59
C: -3.2304 1.9036 -1.1976  -0.39
H: -2.6971 -1.3477 -2.0793  0.43
H: -5.1632 -1.3116 -2.1433  0.41
H: -6.3816 0.7869 -1.6778  0.41
H: -5.1490 2.8165 -0.9882  0.41
H: -2.6818 2.7934 -0.9172  0.42
N: 1.7883 -2.3881 2.9631  -0.29
C: 1.9966 -0.9354 2.6085  -0.70
C: 1.9582 -0.7180 1.0925  -0.63
N: 2.1765 0.6904 0.7391  -0.52
H: 1.8109 -2.5278 3.9769  0.38
H: 2.5209 -2.9749 2.5553  0.36
H: 0.8871 -2.7302 2.6222  0.36
H: 2.9608 -0.6301 3.0103  0.40
H: 1.2203 -0.3535 3.1016  0.40
H: 0.9960 -1.0324 0.6842  0.39
H: 2.7469 -1.3057 0.6176  0.39
H: 3.0810 0.9958 1.0927  0.32
H: 1.4686 1.2875 1.1601  0.27

Calculated values
F_max	1.16	eV/Å
net charge	+2
relative energy (zero: lowest compared OMol25 entry of this formula, charge and spin)	219.08	kJ/mol
orbital gap	7.261	eV
HOMO energy	-15.06	eV
spin multiplicity	1
electronic energy	-3223.5939	Eh

---

Entry 3:
4 unconnected molecules or ions with the total composition C36H81B2N5O7, computed with wB97M-V/def2-TZVPD.

Each line ends with the Mulliken charge.
Positions of all 131 atoms, in Å:
C: -5.8761 -1.5949 2.1925  -1.03
N: -6.0784 -2.5847 1.1257  -0.01
C: -6.9553 -2.0990 0.0594  -1.08
B: -4.8163 -3.0901 0.5584  0.56
O: -3.9354 -2.1680 -0.0095  -0.36
B: -4.4588 -4.7320 0.7389  -0.11
C: -3.3725 -5.2700 1.7336  -0.24
C: -4.0922 -5.8220 2.9923  -0.54
C: -3.3140 -6.9010 3.7688  -0.94
C: -2.3933 -6.3168 4.8463  -1.08
C: -1.1340 -5.6165 4.2831  0.37
C: 0.1769 -6.0588 4.9431  -0.81
C: 0.8367 -7.2916 4.2853  -0.95
C: 2.1924 -7.0075 3.6320  -0.81
C: 2.1047 -6.4059 2.2105  -0.73
C: 2.9862 -5.1671 1.9917  -1.02
C: 2.2885 -3.8135 2.2571  0.00
C: 2.8129 -3.0908 3.4974  -0.72
N: 1.8065 -2.3613 4.2681  0.36
C: 2.1366 -1.5511 5.3165  -0.55
C: 0.9911 -1.0240 5.8508  -0.67
C: -0.0894 -1.5325 5.0857  -0.77
C: 0.4460 -2.3474 4.1210  -0.54
H: -6.7294 -0.9163 2.2373  0.37
H: -4.9801 -0.9792 2.0447  0.32
H: -5.7913 -2.0900 3.1629  0.26
H: -6.8323 -1.0253 -0.1282  0.31
H: -6.7556 -2.6237 -0.8798  0.37
H: -8.0039 -2.2818 0.3106  0.30
H: -3.6370 -2.4379 -0.8837  0.23
H: -5.0911 -5.5644 0.1464  -0.16
H: -2.6472 -4.5028 2.0157  0.06
H: -2.8449 -6.0986 1.2472  0.23
H: -5.0645 -6.2331 2.7029  0.46
H: -4.2999 -4.9850 3.6662  0.22
H: -4.0350 -7.5686 4.2483  0.39
H: -2.7105 -7.4871 3.0690  0.34
H: -2.0828 -7.1063 5.5351  0.45
H: -2.9730 -5.5799 5.4097  0.38
H: -1.0805 -5.7764 3.2022  -0.15
H: -1.2384 -4.5377 4.4239  0.18
H: 0.8823 -5.2226 4.9781  0.17
H: -0.0447 -6.3053 5.9863  0.65
H: 0.9758 -8.0715 5.0387  0.38
H: 0.1570 -7.7079 3.5332  0.36
H: 2.7401 -7.9531 3.5760  0.44
H: 2.7836 -6.3603 4.2873  0.42
H: 2.4220 -7.1721 1.4985  0.37
H: 1.0626 -6.1739 1.9708  0.29
H: 3.8607 -5.2502 2.6447  0.47
H: 3.3590 -5.1707 0.9647  0.41
H: 2.4414 -3.1806 1.3798  0.48
H: 1.2142 -3.9793 2.3370  -0.12
H: 3.2958 -3.8055 4.1714  0.33
H: 3.5785 -2.3679 3.2152  0.38
H: 3.1619 -1.3905 5.6135  0.43
H: 0.9174 -0.3520 6.6912  0.43
H: -1.1432 -1.3401 5.2102  0.46
H: -0.0531 -2.9077 3.3492  0.76
C: -3.0093 1.1932 -4.8949  -0.69
O: -1.9021 1.2339 -4.0211  -0.37
C: -1.1777 2.4596 -4.0516  -0.74
C: -1.2943 3.1901 -2.7339  -0.36
N: -2.6500 3.6843 -2.5346  -0.33
C: -2.9032 4.2592 -1.2181  -0.80
C: -2.8417 3.3296 -0.0127  -0.53
O: -3.8600 2.3505 0.0074  -0.42
C: -3.5640 1.1468 -0.6787  -0.08
H: -3.4197 0.1857 -4.8497  0.25
H: -3.7915 1.9053 -4.6081  0.29
H: -2.7113 1.4035 -5.9273  0.35
H: -1.5314 3.0956 -4.8683  0.33
H: -0.1262 2.2241 -4.2367  0.39
H: -0.6070 4.0420 -2.7486  0.33
H: -0.9687 2.5068 -1.9372  0.38
H: -3.3036 2.9273 -2.6912  0.14
H: -3.9009 4.7053 -1.2407  0.40
H: -2.1927 5.0784 -1.0589  0.38
H: -2.9888 3.9410 0.8815  0.36
H: -1.8591 2.8519 0.0868  0.36
H: -2.4952 0.9171 -0.6425  0.22
H: -3.8824 1.1854 -1.7260  0.14
H: -4.1080 0.3397 -0.1923  -0.07
C: 6.2143 0.3303 -2.3382  -0.74
O: 7.3831 -0.2702 -1.8203  -0.35
C: 8.2892 0.6380 -1.2063  -0.81
C: 8.3987 0.3643 0.2766  -0.21
N: 7.1619 0.7107 0.9609  -0.30
C: 7.1086 0.3159 2.3627  -0.78
C: 7.1309 -1.1733 2.6832  -0.53
O: 5.9780 -1.8710 2.2484  -0.29
C: 6.0174 -2.3596 0.9207  -0.47
H: 5.6563 -0.4472 -2.8567  0.24
H: 5.5816 0.7545 -1.5504  0.31
H: 6.4566 1.1233 -3.0526  0.35
H: 7.9733 1.6705 -1.3818  0.41
H: 9.2701 0.4979 -1.6690  0.39
H: 9.2123 0.9676 0.6904  0.38
H: 8.6736 -0.6935 0.3972  0.19
H: 6.3875 0.2828 0.4690  0.08
H: 6.1919 0.7320 2.7877  0.39
H: 7.9445 0.7909 2.8866  0.41
H: 7.1509 -1.2739 3.7715  0.38
H: 8.0326 -1.6683 2.3027  0.34
H: 7.0358 -2.6145 0.6161  0.34
H: 5.6021 -1.6461 0.2029  0.24
H: 5.4052 -3.2621 0.8867  0.02
C: -2.5549 10.5743 -3.6594  -0.73
O: -3.0560 9.9636 -4.8295  -0.35
C: -2.4485 10.4100 -6.0347  -0.81
C: -1.6663 9.2931 -6.6881  -0.20
N: -0.4861 8.9568 -5.9057  -0.30
C: 0.2321 7.7743 -6.3647  -0.87
C: -0.4801 6.4300 -6.2724  -0.48
O: -0.7204 5.9982 -4.9485  -0.33
C: -1.9344 6.4454 -4.3597  -0.10
H: -3.1595 10.2182 -2.8273  0.24
H: -1.5071 10.3141 -3.4717  0.31
H: -2.6377 11.6647 -3.7118  0.35
H: -1.7982 11.2683 -5.8408  0.40
H: -3.2449 10.7316 -6.7117  0.39
H: -1.3480 9.6187 -7.6832  0.39
H: -2.3510 8.4428 -6.8182  0.18
H: -0.7638 8.8175 -4.9423  0.10
H: 1.1526 7.6998 -5.7806  0.37
H: 0.5299 7.9362 -7.4061  0.43
H: 0.1769 5.6800 -6.7221  0.36
H: -1.4151 6.4201 -6.8467  0.38
H: -2.7213 6.5621 -5.1105  0.25
H: -1.8063 7.3968 -3.8339  0.23
H: -2.2362 5.6792 -3.6457  -0.16

Calculated values
F_max	0.85	eV/Å
net charge	0
SMILES	CN(C)B(O)BCCCCCCCCCCCCn1cccc1.COCCNCCOC.COCCNCCOC.COCCNCCOC
orbital gap	8.222	eV
HOMO energy	-8.00	eV
spin multiplicity	1
electronic energy	-2270.2586	Eh

---

Entry 4:
5 unconnected molecules or ions with the total composition C12H31IN5O5PS4, computed with wB97M-V/def2-TZVPD.

Each line ends with the Mulliken charge.
Positions of all 59 atoms, in Å:
N: -2.1331 1.6709 -1.6677  -0.63
C: -1.5061 0.8470 -0.6304  -0.32
C: -0.1891 0.2362 -1.1103  0.05
C: -0.3483 -0.7342 -2.2420  0.22
N: -1.4635 -1.4749 -2.2842  -0.06
N: -1.6132 -2.3078 -3.2736  -0.47
C: -0.6438 -2.3730 -4.1903  0.62
P: -0.8352 -3.6643 -5.4953  0.05
O: 0.1686 -2.9307 -6.5637  -0.45
I: -3.0391 -2.9660 -6.3644  -0.06
N: 0.4910 -1.6627 -4.1455  -0.28
N: 0.6309 -0.8138 -3.1643  -0.36
H: -1.9524 1.2855 -2.5894  0.33
H: -3.1466 1.6734 -1.5741  0.27
H: -1.2445 1.4744 0.2259  0.17
H: -2.1713 0.0493 -0.2681  0.23
H: 0.5242 1.0118 -1.4016  0.27
H: 0.2766 -0.3118 -0.2779  0.19
H: 0.3924 -3.5379 -7.2829  0.35
C: -6.7473 0.9731 -3.5481  -0.97
S: -5.3773 0.5780 -2.4542  0.52
O: -4.9482 1.8653 -1.8382  -0.70
C: -4.1911 0.2105 -3.7455  -0.04
H: -7.5838 1.2804 -2.9239  0.35
H: -6.4532 1.7897 -4.2070  0.31
H: -7.0186 0.0862 -4.1208  0.35
H: -4.0938 1.0756 -4.4027  0.38
H: -4.5083 -0.6717 -4.3039  0.34
H: -3.2470 0.0017 -3.2510  -0.67
C: 0.0454 2.8838 3.4300  -0.94
S: 0.6564 3.2237 1.7749  0.45
O: 1.0822 1.9118 1.2041  -0.49
C: 2.1608 4.0642 2.2810  -0.80
H: -0.8723 2.3077 3.3265  0.32
H: 0.7952 2.3095 3.9747  0.22
H: -0.1646 3.8245 3.9385  0.42
H: 2.7714 3.4041 2.8998  0.12
H: 1.9001 4.9778 2.8156  0.42
H: 2.7053 4.3149 1.3725  0.33
C: 3.6000 0.3421 2.0617  -0.69
S: 4.6726 0.5405 3.4711  0.51
O: 4.6139 1.9861 3.8448  -0.66
C: 6.2251 0.2921 2.6047  -0.96
H: 2.5873 0.5556 2.3921  -0.09
H: 3.8752 1.0603 1.2894  0.41
H: 3.6398 -0.6835 1.6960  0.48
H: 6.3056 1.0292 1.8059  0.29
H: 6.2504 -0.7208 2.2034  0.34
H: 7.0307 0.4287 3.3231  0.35
C: 1.0316 -4.3855 3.4500  -1.02
S: 0.7624 -2.7046 2.8759  0.55
O: 1.8473 -2.4122 1.9015  -0.58
C: 1.2338 -1.8939 4.4090  -0.73
H: 0.8393 -5.0477 2.6084  0.33
H: 2.0654 -4.4891 3.7786  0.30
H: 0.3383 -4.6084 4.2610  0.38
H: 2.2567 -2.1720 4.6628  0.30
H: 0.5407 -2.1782 5.2008  0.44
H: 1.1751 -0.8206 4.2372  0.05

Calculated values
F_max	0.50	eV/Å
net charge	0
orbital gap	7.886	eV
HOMO energy	-8.49	eV
spin multiplicity	1
electronic energy	-3357.4466	Eh

---

Entry 5:
C21H25NO5S in the gas phase, computed with wB97M-V/def2-TZVPD.

Each line ends with the Mulliken charge.
Positions of all 53 atoms, in Å:
C: 4.0600 -7.7555 1.8771  -1.27
H: 3.9054 -7.9523 0.8185  0.33
C: 3.9613 -6.2616 2.1652  -0.47
C: 2.6068 -5.6907 1.7915  -0.74
H: 1.7990 -6.1279 2.3725  0.44
H: 2.4018 -5.7761 0.7275  0.44
S: 2.6305 -3.9082 2.1821  1.42
O: 3.6120 -3.2768 1.3412  -0.69
O: 2.7658 -3.7613 3.6064  -0.69
C: 0.9947 -3.3507 1.6880  0.03
C: -0.0326 -3.3527 2.6110  -0.63
C: -1.2984 -2.9542 2.2183  -0.79
C: -1.5309 -2.5676 0.9039  0.83
C: -0.4849 -2.5724 -0.0129  -0.44
C: 0.7830 -2.9617 0.3799  -0.60
H: 1.6167 -2.9509 -0.3044  0.46
H: -0.6672 -2.2576 -1.0300  0.48
C: -2.9060 -2.1311 0.4657  -0.92
H: -3.4919 -1.8160 1.3360  0.39
H: -3.4238 -2.9451 -0.0506  0.31
O: -2.8574 -1.0712 -0.4813  -0.28
C: -2.4142 0.1077 -0.0072  0.69
O: -2.1049 0.2755 1.1470  -0.65
C: -2.3539 1.1531 -1.0527  0.06
C: -1.8233 2.3879 -0.6995  -0.68
C: -1.7330 3.4134 -1.6350  0.73
C: -2.1865 3.1888 -2.9343  -0.48
C: -2.7150 1.9566 -3.2783  -0.91
C: -2.8030 0.9334 -2.3525  -0.53
H: -3.2162 -0.0251 -2.6219  0.50
H: -3.0626 1.7975 -4.2879  0.38
H: -2.1207 3.9800 -3.6622  0.55
N: -1.1866 4.6272 -1.2184  -0.04
C: -0.9755 5.7710 -1.9398  0.44
O: -1.2714 5.9053 -3.1036  -0.65
C: -0.2820 6.8553 -1.1184  0.46
C: 1.2202 6.5536 -1.1100  -1.30
H: 1.7488 7.3047 -0.5276  0.40
H: 1.4262 5.5753 -0.6798  0.35
H: 1.6061 6.5706 -2.1266  0.32
C: -0.5580 8.2265 -1.7258  -1.51
H: -0.2603 8.2313 -2.7710  0.31
H: -0.0041 8.9962 -1.1943  0.41
H: -1.6191 8.4580 -1.6746  0.36
H: -0.6615 6.8278 -0.0908  0.29
H: -0.8958 4.6377 -0.2501  0.20
H: -1.4822 2.5280 0.3164  0.44
H: -2.1054 -2.9325 2.9348  0.37
H: 0.1818 -3.6399 3.6283  0.45
H: 4.7254 -5.7194 1.6053  0.35
H: 4.1302 -6.0713 3.2266  0.35
H: 5.0421 -8.1275 2.1560  0.37
H: 3.3106 -8.3049 2.4424  0.33

Calculated values
F_max	0.88	eV/Å
net charge	0
relative energy (zero: lowest compared OMol25 entry of this formula, charge and spin)	0.00	kJ/mol
SMILES	CCCS(=O)(=O)c1ccc(COC(=O)c2cccc(NC(=O)C(C)C)c2)cc1
orbital gap	9.185	eV
HOMO energy	-8.82	eV
spin multiplicity	1
electronic energy	-1644.4046	Eh

---

Entry 6:
C3H7BO3 in the gas phase in a non-equilibrium geometry, computed with wB97M-V/def2-TZVPD.

Each line ends with the Mulliken charge.
Positions of all 14 atoms, in Å:
B: 0.9040 -0.3440 0.1827  0.29
C: -0.2248 -1.3582 -0.4069  -0.37
C: -1.4824 0.4757 0.3963  -0.38
C: 0.1594 0.9820 0.4947  -0.06
O: -1.4718 -0.7096 -0.3096  -0.45
O: 2.2118 -0.3489 0.1333  -0.53
O: 0.3431 2.0638 -0.4324  -0.53
H: 0.0922 -1.6031 -1.4622  0.22
H: -0.2649 -2.3815 0.0637  0.25
H: -1.8553 0.2987 1.3809  0.27
H: -2.1323 1.0642 -0.2369  0.23
H: 0.3767 1.3070 1.4540  0.39
H: 2.7020 -1.2030 0.0589  0.33
H: 0.6421 1.7570 -1.3164  0.33

Calculated values
F_max	4.59	eV/Å
net charge	0
relative energy (zero: lowest compared OMol25 entry of this formula, charge and spin)	315.72	kJ/mol
SMILES	OB1COC[C@@H]1O
orbital gap	9.272	eV
HOMO energy	-9.06	eV
spin multiplicity	1
electronic energy	-369.0628	Eh